# 1
{"formula": "C30H32ClN3SSi2Y", "method": "ωB97M-V with the def2-TZVPD basis set", "symbols": ["C", "C", "C", "H", "C", "C", "H", "H", "H", "H", "Y", "Si", "C", "C", "H", "C", "H", "C", "H", "C", "H", "C", "H", "C", "C", "H", "C", "H", "C", "H", "C", "H", "C", "H", "H", "Si", "C", "C", "H", "C", "H", "C", "H", "C", "H", "C", "H", "C", "C", "H", "C", "H", "C", "H", "C", "H", "C", "H", "H", "Cl", "N", "N", "C", "N", "S", "H", "H", "H", "H", "H"], "coordinates": [[2.469691, -0.351691, 4.267705], [2.651432, -0.460308, 2.855427], [2.021168, 0.657033, 2.249044], [3.310894, -1.164474, 2.352775], [1.484248, 1.483302, 3.274552], [1.755317, 0.860376, 4.532401], [1.508928, 1.263695, 5.526214], [2.972202, -0.945774, 5.033375], [2.034691, 0.906143, 1.195218], [0.992242, 2.449687, 3.134487], [0.027677, -0.573730, 3.370554], [-0.990662, -1.287799, -0.192479], [0.525445, -2.062106, -0.940237], [0.192165, -3.192782, -1.705521], [-0.845905, -3.546059, -1.699037], [1.167031, -3.840928, -2.458932], [0.884227, -4.726440, -3.043257], [2.470836, -3.321643, -2.463082], [3.223127, -3.817941, -3.067248], [2.802813, -2.163119, -1.743864], [3.809851, -1.732559, -1.816164], [1.829700, -1.539493, -0.953827], [2.089090, -0.664393, -0.349758], [-0.560456, 0.956828, -0.257741], [0.488139, 1.587681, -1.066659], [1.298732, 0.996216, -1.490730], [0.721474, 2.983012, -0.882881], [1.389821, 3.514760, -1.563698], [0.161763, 3.633064, 0.205286], [0.416903, 4.671574, 0.400848], [-0.714844, 2.988699, 1.089851], [-1.118240, 3.530363, 1.954818], [-1.096018, 1.679427, 0.858536], [-1.789232, 1.145573, 1.519933], [-0.406427, -0.956928, 1.167732], [-1.301242, 0.771394, -1.891453], [-2.443331, 2.095582, -2.423614], [-2.417999, 2.638707, -3.724552], [-2.194237, 1.986391, -4.569131], [-2.630152, 4.011606, -3.897115], [-2.523672, 4.450691, -4.891571], [-2.959617, 4.815473, -2.799249], [-3.017269, 5.900713, -2.916618], [-3.253264, 4.204652, -1.572748], [-3.600574, 4.807116, -0.735091], [-3.110848, 2.826902, -1.422209], [-3.446034, 2.327760, -0.513744], [-0.795598, -0.211303, -3.412091], [0.406830, -0.088209, -4.121335], [1.167032, 0.612354, -3.776611], [0.601418, -0.855277, -5.271802], [1.521851, -0.734376, -5.839563], [-0.374201, -1.762712, -5.709513], [-0.225671, -2.328230, -6.638830], [-1.549281, -1.902012, -4.968248], [-2.311765, -2.612429, -5.270876], [-1.772168, -1.121984, -3.835758], [-2.701360, -1.228673, -3.271056], [-1.817277, -2.447722, 0.189573], [-2.426751, -0.805809, 2.992235], [0.836379, -2.782837, 4.311865], [1.160966, -2.584218, 5.702024], [0.277657, -1.866480, 6.465459], [0.320414, -2.142552, 7.788459], [-0.849836, -0.749740, 5.881719], [1.674936, -3.151745, 3.845457], [0.133235, -3.529174, 4.231166], [1.575249, -3.402525, 6.155775], [-0.287767, -1.590971, 8.378986], [1.156125, -2.509629, 8.236420]], "forces_ev_per_a": [[0.6, 1.0, -0.1], [0.0, 0.5, 0.5], [0.3, 0.2, 0.3], [-0.4, 0.0, 0.0], [0.2, 0.0, 0.4], [0.5, 0.1, -0.1], [0.2, -0.3, -0.7], [-0.4, 0.1, -0.4], [-0.1, -0.1, 0.1], [0.2, -0.5, 0.0], [-0.3, -0.5, -1.4], [1.1, 1.3, 0.4], [-0.4, 0.2, -0.6], [0.5, 0.1, 0.0], [0.4, 0.0, -0.1], [0.1, 0.1, 0.1], [0.4, 0.4, 0.2], [-0.3, 0.1, -0.1], [0.0, 0.1, 0.1], [-0.2, -0.1, 0.1], [-0.4, -0.3, 0.1], [0.0, -0.6, -0.3], [-0.1, -0.3, -0.3], [1.8, -0.3, 1.6], [-0.4, 0.3, 0.2], [-0.3, -0.1, -0.3], [-0.2, 0.5, 0.6], [-0.1, -0.1, 0.3], [0.7, 0.5, -1.2], [-0.1, -0.1, -0.2], [-0.9, -1.2, 0.7], [0.3, -0.3, -0.3], [0.0, 0.4, -0.3], [0.0, 0.4, -0.3], [0.1, -0.3, 0.6], [-1.0, -1.0, -1.8], [-1.1, 0.3, 0.0], [0.5, 0.4, 0.4], [0.3, 0.3, 0.2], [-0.3, -0.2, -0.1], [-0.1, -0.1, 0.3], [0.1, -0.3, 0.0], [-0.1, -0.4, 0.1], [-0.4, 0.1, -0.3], [-0.1, -0.1, -0.2], [0.7, 0.5, -0.1], [0.4, 0.2, 0.0], [0.2, -0.1, 0.7], [-0.4, -0.3, -0.1], [-0.1, -0.2, -0.2], [0.0, 0.0, -0.1], [-0.2, -0.1, 0.1], [0.1, 0.3, 0.2], [0.0, 0.2, 0.5], [-0.1, 0.1, -0.1], [0.1, 0.1, -0.1], [0.3, -0.1, -0.3], [0.2, 0.0, -0.2], [-0.6, -0.2, 0.0], [-0.6, 0.0, 0.2], [0.1, -0.5, 0.4], [-0.4, -0.6, -0.3], [-0.2, 0.0, 0.5], [0.3, 0.3, -0.1], [0.3, -0.8, 0.8], [-0.2, 0.5, 0.3], [0.1, 0.2, 0.2], [-0.3, 0.3, -0.2], [0.2, 0.0, -0.1], [-0.3, -0.1, -0.2]], "mol_weight_da": 647.21, "total_charge": 1, "homo_lumo_gap_ev": [5.421, 5.296], "e_homo_ev": [-8.549, -8.302]}

# 2
{"formula": "C11H12GdN2O6", "method": "ωB97M-V with the def2-TZVPD basis set", "symbols": ["O", "C", "Gd", "O", "C", "C", "O", "C", "O", "C", "O", "C", "N", "C", "C", "C", "N", "C", "C", "O", "H", "H", "H", "H", "H", "H", "H", "H", "H", "H", "H", "H"], "coordinates": [[-0.343740, 0.125997, -3.386684], [-0.228461, 0.083153, -2.262796], [0.031460, -0.009313, 0.400901], [-3.412536, -0.866077, 0.299709], [-2.319986, -0.571286, 0.156851], [2.312514, 0.579926, -0.309716], [3.407113, 0.864182, -0.322271], [-0.592829, 2.326698, 0.077388], [-0.840718, 3.428227, 0.199701], [0.570080, -2.316400, -0.223042], [0.836802, -3.422988, -0.223743], [1.641787, 1.926646, 3.468347], [1.220546, 0.750380, 4.227042], [1.595956, 0.554495, 5.580611], [0.582544, -0.362770, 6.193422], [0.490359, -1.654336, 5.441410], [0.097247, -1.333646, 4.113484], [-0.671329, -2.319365, 3.346281], [0.593175, -0.221926, 3.605408], [0.407812, 0.003799, 2.348149], [2.305050, 1.722137, 2.612660], [2.180333, 2.572383, 4.164972], [0.791476, 2.503037, 3.069337], [2.591416, 0.090953, 5.615589], [1.620349, 1.540259, 6.027710], [-0.392433, 0.122769, 6.227599], [0.863904, -0.563554, 7.215357], [-0.262274, -2.327035, 5.830821], [1.471095, -2.152118, 5.435185], [-0.167669, -3.297760, 3.299612], [-1.637339, -2.485144, 3.849632], [-0.896882, -2.017687, 2.314823]], "forces_ev_per_a": [[0.2, -0.1, 2.3], [-0.3, 0.1, -3.1], [0.1, 0.1, -0.5], [3.5, 1.0, -0.6], [-5.5, -1.4, 0.5], [4.1, 1.0, -0.3], [-2.4, -0.6, -0.1], [-1.1, 4.9, 0.3], [0.7, -3.0, -0.5], [1.2, -5.1, -0.3], [-0.8, 3.3, -0.1], [0.3, 0.7, 0.0], [0.2, -0.2, -1.5], [0.5, 0.1, 1.1], [-0.3, 0.2, 1.3], [0.4, -0.6, 1.1], [0.2, -0.1, -1.5], [-0.4, -0.4, 0.1], [-0.5, 0.4, -0.4], [-0.3, -0.1, -0.2], [0.0, -0.3, 0.5], [-0.1, -0.1, -0.2], [0.0, -0.3, 0.4], [0.0, 0.3, 0.1], [0.1, 0.0, 0.5], [-0.1, 0.0, 0.0], [0.1, -0.1, 0.4], [0.0, -0.1, 0.4], [-0.3, -0.2, 0.0], [0.1, 0.4, 0.2], [0.3, 0.1, -0.1], [0.2, 0.2, 0.4]], "spin_multiplicity": 8, "s_squared": 16.05, "mol_weight_da": 425.48, "total_charge": 3, "homo_lumo_gap_ev": [6.691, 3.414], "e_homo_ev": [-19.683, -18.937]}

# 3
{"formula": "C3H9N3", "method": "ωB97M-V with the def2-TZVPD basis set", "symbols": ["H", "N", "C", "C", "C", "N", "N", "H", "H", "H", "H", "H", "H", "H", "H"], "coordinates": [[1.807522, 1.636964, -0.404357], [0.754440, 1.558065, -0.155659], [0.267833, 0.425323, 0.033115], [-1.141548, 0.248141, 0.569235], [-1.973286, -0.410019, -0.444766], [1.007181, -0.666695, 0.067807], [2.410424, -0.576443, -0.011141], [-1.227588, 1.322431, 0.576833], [-1.033460, -0.336711, 1.521102], [-2.974064, -0.613070, 0.116863], [-2.285449, 0.331637, -1.207052], [-1.530951, -1.343384, -0.824636], [0.659721, -1.259840, 0.949219], [2.679330, -0.771108, -1.048179], [2.579888, 0.454705, 0.261623]], "forces_ev_per_a": [[-2.6, -0.4, 0.3], [1.8, 3.4, -1.4], [0.1, 0.3, 1.4], [2.9, 0.6, -0.3], [-3.6, -0.3, 0.6], [0.3, -5.3, 2.5], [0.2, 1.1, -1.3], [-1.7, 0.4, 1.3], [-0.5, 1.0, -0.5], [1.4, -0.2, -1.3], [0.5, -0.8, 0.0], [-0.4, 0.4, -0.1], [1.5, 1.2, -2.8], [-0.5, 0.9, 2.5], [0.6, -2.2, -0.7]], "smiles": "[H]/N=C(/CC)NN", "mol_weight_da": 87.13, "total_charge": 0, "homo_lumo_gap_ev": 10.223, "e_homo_ev": -9.281}

# 4
{"formula": "C23H33BO26", "method": "ωB97M-V with the def2-TZVPD basis set", "symbols": ["C", "O", "B", "O", "O", "C", "O", "O", "H", "H", "H", "H", "H", "O", "C", "O", "C", "C", "O", "H", "H", "H", "H", "O", "C", "O", "C", "C", "O", "H", "H", "H", "H", "O", "C", "O", "C", "C", "O", "H", "H", "H", "H", "O", "C", "O", "C", "C", "O", "H", "H", "H", "H", "O", "C", "O", "C", "C", "O", "H", "H", "H", "H", "O", "C", "O", "C", "C", "O", "H", "H", "H", "H", "O", "C", "O", "C", "C", "O", "H", "H", "H", "H"], "coordinates": [[-4.206742, -2.417025, 6.250248], [-4.464004, -1.037781, 6.695246], [-4.131035, -0.051951, 5.616316], [-3.281874, 1.104846, 6.071234], [-4.613837, -0.143952, 4.218308], [-3.587625, -0.681995, 3.311941], [-3.048278, 0.196900, 2.425215], [-3.128690, -2.077425, 3.230526], [-4.549687, -3.237044, 7.037353], [-3.039533, -2.551139, 6.045006], [-4.798121, -2.597373, 5.233386], [-2.335890, 0.759947, 6.222893], [-2.134543, -2.161684, 3.353073], [1.230991, -0.600056, -2.353319], [0.454241, -0.050856, -1.589957], [-0.629367, -0.657321, -1.022976], [-1.131309, 0.231022, -0.042236], [-0.640339, 1.564866, -0.503538], [0.555223, 1.251182, -1.192268], [-2.222718, 0.181900, 0.003070], [-0.721370, -0.051111, 0.933180], [-1.333749, 2.047535, -1.200325], [-0.441423, 2.245655, 0.328699], [-1.615041, 3.391834, -6.774873], [-1.084607, 2.452264, -6.206074], [-1.393345, 2.041626, -4.941348], [-0.734191, 0.805873, -4.737923], [0.397435, 0.855716, -5.712565], [-0.103822, 1.675018, -6.751604], [-0.389684, 0.715868, -3.704070], [-1.434934, -0.007925, -4.951874], [1.291838, 1.326548, -5.291070], [0.662819, -0.134460, -6.093066], [-1.844713, 3.169975, 2.042969], [-2.621463, 3.719176, 2.806331], [-3.705072, 3.112711, 3.373311], [-4.207013, 4.001054, 4.354052], [-3.716043, 5.334898, 3.892750], [-2.520481, 5.021214, 3.204020], [-5.298422, 3.951932, 4.399358], [-3.797075, 3.718921, 5.329468], [-4.409453, 5.817567, 3.195963], [-3.517127, 6.015686, 4.724987], [4.736620, 6.567631, -4.957075], [3.725385, 5.894810, -5.068424], [2.508364, 6.239809, -4.555289], [1.564887, 5.328435, -5.086512], [2.396854, 4.137151, -5.435316], [3.663991, 4.697804, -5.721927], [0.792789, 5.095378, -4.348143], [1.092630, 5.780489, -5.964979], [2.500046, 3.439453, -4.597541], [2.006795, 3.596555, -6.302073], [9.703453, 2.697887, -3.367435], [9.145958, 3.781601, -3.416933], [8.598449, 4.417827, -2.340401], [8.259942, 5.725133, -2.763852], [8.107652, 5.578346, -4.243127], [8.987578, 4.515646, -4.556999], [7.338227, 6.062281, -2.281760], [9.073351, 6.406239, -2.492663], [7.090772, 5.292809, -4.532470], [8.388772, 6.486981, -4.782582], [0.308182, -3.021776, 4.913534], [0.048928, -4.167505, 4.585239], [0.043695, -4.618864, 3.296938], [-0.077720, -6.027690, 3.355389], [-0.720108, -6.262210, 4.684047], [-0.274842, -5.165227, 5.458956], [-0.687119, -6.398961, 2.526879], [0.921136, -6.471577, 3.289561], [-1.813603, -6.236546, 4.630131], [-0.408630, -7.208074, 5.135692], [-2.273822, -10.257163, 2.818427], [-1.914558, -9.889009, 1.712499], [-1.907206, -10.680340, 0.600199], [-1.646691, -9.834654, -0.504290], [-0.941453, -8.670838, 0.113096], [-1.466403, -8.631626, 1.426490], [-1.031236, -10.347485, -1.248506], [-2.598937, -9.550619, -0.964326], [0.141942, -8.820412, 0.169492], [-1.143998, -7.734324, -0.413761]], "forces_ev_per_a": [[0.0, -1.2, -1.1], [1.3, 1.1, -3.4], [0.8, 0.1, 2.6], [-0.2, -3.5, -1.5], [3.6, -2.7, 0.2], [3.7, 5.1, -5.2], [-3.7, -6.0, 6.0], [-1.1, 2.9, 1.6], [0.7, 2.2, -1.5], [-2.5, 0.2, 0.5], [1.3, 0.1, 2.2], [-2.2, 0.7, -0.1], [-1.5, 0.9, -0.4], [-1.5, 1.1, 1.3], [1.3, -0.9, -0.9], [1.1, 0.2, -1.0], [-0.9, 0.0, 1.0], [-0.5, 1.2, 0.6], [0.4, -1.2, -0.7], [0.3, -0.1, 0.0], [-0.1, 0.1, -0.1], [0.0, 0.0, 0.0], [0.0, -0.1, -0.3], [1.2, -2.0, 1.3], [-1.2, 1.9, -1.1], [0.1, 0.6, -0.9], [-0.1, -0.8, 0.9], [1.0, -0.8, 0.1], [-0.8, 0.7, 0.1], [-0.2, 0.2, -0.3], [0.1, 0.1, 0.0], [-0.1, -0.1, 0.0], [0.0, 0.3, -0.1], [-1.6, 1.2, 1.6], [1.2, -1.2, -1.3], [0.9, 0.4, -0.7], [-0.7, -0.2, 0.9], [-0.4, 1.0, 0.3], [0.2, -0.9, -0.4], [0.2, -0.2, -0.1], [0.0, 0.0, -0.1], [0.1, 0.0, 0.0], [0.1, -0.1, -0.2], [-2.1, -1.5, -0.2], [1.8, 1.3, 0.2], [1.2, -0.1, -0.2], [-1.2, 0.0, 0.0], [-0.4, -1.1, -0.2], [0.3, 1.0, 0.4], [0.2, 0.2, 0.0], [0.0, -0.1, 0.1], [0.0, 0.1, 0.0], [0.2, 0.1, 0.0], [-1.2, 2.4, -0.1], [1.2, -2.2, 0.0], [0.4, -0.7, -0.6], [-0.3, 0.9, 0.6], [-0.7, 0.7, -0.7], [0.4, -0.7, 0.8], [0.2, -0.2, 0.0], [0.0, -0.1, 0.0], [0.1, 0.1, 0.0], [0.0, -0.3, 0.0], [-0.7, -2.3, -0.8], [0.5, 1.9, 0.7], [-0.1, 0.7, 0.9], [0.1, -0.9, -0.9], [-0.6, -1.1, 0.3], [0.4, 1.1, -0.5], [0.1, 0.2, 0.1], [-0.1, 0.1, 0.0], [0.1, 0.0, 0.0], [-0.1, 0.3, 0.1], [0.9, 0.9, -2.5], [-0.9, -1.1, 2.4], [0.0, 0.5, 1.0], [-0.1, -0.3, -1.1], [0.7, 0.8, -0.6], [-0.4, -0.7, 0.4], [-0.2, -0.1, 0.2], [0.1, 0.0, 0.1], [-0.1, 0.0, 0.0], [0.0, -0.1, 0.2]], "smiles": "COB(O)OC(=O)O.O=C1OCCO1.O=C1OCCO1.O=C1OCCO1.O=C1OCCO1.O=C1OCCO1.O=C1OCCO1.O=C1OCCO1", "mol_weight_da": 736.30, "total_charge": 0, "homo_lumo_gap_ev": 10.346, "e_homo_ev": -10.572}

# 5
{"formula": "C3H3F", "method": "ωB97M-V with the def2-TZVPD basis set", "symbols": ["F", "C", "C", "C", "H", "H", "H"], "coordinates": [[-1.835730, -0.051681, -0.048260], [-0.571993, -0.030371, 0.447989], [0.566400, 0.684306, -0.293638], [0.506604, -0.589550, -0.408685], [-0.455620, -0.163591, 1.625672], [0.884405, 1.675605, -0.467644], [0.905932, -1.524719, -0.855437]], "forces_ev_per_a": [[-0.5, 0.3, 0.1], [3.2, -0.4, 1.8], [-2.1, 0.3, 1.0], [0.1, -2.0, -0.3], [-1.0, 0.3, -2.7], [0.6, 0.5, -0.4], [-0.3, 1.0, 0.4]], "smiles": "FC1C=C1", "mol_weight_da": 58.06, "total_charge": 0, "homo_lumo_gap_ev": 11.453, "e_homo_ev": -10.178}

# 6
{"formula": "C3H7FN", "method": "ωB97M-V with the def2-TZVPD basis set", "symbols": ["C", "C", "C", "N", "F", "H", "H", "H", "H", "H", "H", "H"], "coordinates": [[0.579793, -0.106277, -1.743445], [-0.769068, 0.472926, 1.023442], [1.293241, 0.320261, -0.717980], [-1.266923, -0.622792, 1.234816], [1.316364, -0.498725, 0.379014], [-0.023439, -1.013859, -1.525548], [0.807658, 0.420557, -2.703740], [-0.385744, 0.943569, 0.085673], [-0.568790, 1.148518, 1.943745], [2.184771, 0.883601, -0.726255], [-1.713706, -1.149271, 0.464949], [-1.454158, -0.798508, 2.285329]], "forces_ev_per_a": [[0.5, 0.6, -0.3], [2.8, 6.1, 1.4], [1.3, -2.5, -1.0], [-3.0, -2.8, 2.3], [-0.2, 0.4, 0.6], [0.2, 0.8, -1.0], [-1.0, -0.9, 0.8], [-1.5, -0.8, 0.4], [-0.1, -1.3, -1.5], [0.4, 1.3, 0.0], [0.6, -0.3, 0.8], [-0.1, -0.5, -2.5]], "mol_weight_da": 76.09, "total_charge": 1, "homo_lumo_gap_ev": 9.655, "e_homo_ev": -14.606}